[1]
Formula: C5H8N2
Source: the OMol25 dataset
Level of theory: ωB97M-V/def2-TZVPD

Each line ends with the Mulliken charge.
Element x y z (Å)
N 0.761803 -0.042069 0.141163  0.701
N 1.468051 1.098031 0.012386  -0.949
C 0.577072 2.040771 -0.224916  -0.422
C 1.574707 -1.246342 0.134440  -0.823
C -1.699833 -0.827644 0.140142  -1.244
C -0.725926 1.516316 -0.254201  -0.438
C -0.582533 0.167577 -0.002333  0.540
H -1.654892 2.031705 -0.452614  0.360
H 1.803769 -1.611395 1.139636  0.251
H 0.915916 3.055648 -0.381368  0.433
H -1.982338 -1.290228 -0.812748  0.257
H -2.582410 -0.287086 0.501456  0.348
H 1.111230 -2.035628 -0.460623  0.333
H 2.509658 -0.945955 -0.342219  0.324
H -1.494267 -1.623700 0.861805  0.328

Atomic forces in eV per Å
-0.12 -0.02 -0.13
-0.16 0.16 -0.17
0.05 0.12 -0.03
-0.02 -0.13 0.02
0.04 -0.07 0.00
-0.03 0.02 0.05
0.11 0.10 -0.01
0.11 -0.03 0.14
-0.19 0.04 -0.07
-0.10 -0.08 0.05
0.18 0.03 0.11
0.19 -0.14 -0.08
-0.06 0.09 0.14
-0.13 -0.22 0.09
0.12 0.12 -0.12

Summary:
- frontier orbital gap (eV) = 9.9
- multiplicity = 1
- total energy (Eh) = -304.81201
- relative energy (zero: lowest compared OMol25 entry of this formula, charge and spin) (kJ/mol) = 61.7
- HOMO energy (eV) = -8.92
- SMILES string = Cc1ccnn1C
- F_max (eV/Å) = 0.28

---

[2]
Formula: C16H46ClIO8P3
Source: the OMol25 dataset
Level of theory: ωB97M-V/def2-TZVPD

Each line ends with the Mulliken charge.
Element x y z (Å)
I -0.024192 -0.866329 2.337544  -0.049
Cl 1.551124 -0.587130 -0.861605  -0.315
P 2.632089 0.830471 0.358396  0.130
P 2.342625 -0.758877 3.040455  0.012
P 4.725206 0.898785 2.491824  0.076
O 1.471257 1.887894 1.062501  -0.464
O -4.047622 -6.589409 0.516915  -0.484
O 2.234209 -3.437163 -3.280563  -0.487
O 2.380677 0.531874 4.193545  -0.502
O 3.796549 2.743368 -1.882977  -0.380
O -3.272221 -3.925983 2.169708  -0.489
O -3.448957 4.803956 -0.493881  -0.454
O -3.528249 0.510806 1.548209  -0.508
C -4.489148 -6.409287 -0.824525  -0.316
C 1.437965 -1.858852 -4.935924  -0.876
C 1.725712 -3.311269 -4.601068  -0.244
C -1.524340 -4.742427 3.639424  -1.004
C 6.185427 0.808597 1.306030  -0.432
C -2.204044 -4.866700 2.288378  -0.034
C 3.436312 -0.192513 1.657426  -0.438
C -3.580593 1.483066 2.587645  -0.246
C 4.224694 2.708376 2.438846  -1.023
C -5.400384 5.713431 -1.611760  -1.027
C 7.305558 -0.040116 1.998125  -1.157
C -3.890410 5.749792 -1.460882  -0.298
C -4.749070 -4.943342 -1.117261  -0.932
C -3.336123 2.877219 2.041489  -0.787
C 3.312095 2.864178 -3.211673  -0.218
C 2.987909 4.308818 -3.551276  -1.055
H 0.816239 -3.916723 -4.695148  0.241
H -4.570012 1.417930 3.042024  0.293
H 2.477861 -3.717342 -5.278101  0.279
H -3.706547 -6.795983 -1.477004  0.273
H 6.561284 1.830172 1.166889  0.364
H -5.396253 -7.003444 -0.986863  0.263
H 3.111180 3.060006 -1.288944  0.223
H -1.116804 -3.738006 3.772265  0.177
H 1.058249 -1.758080 -5.955881  0.354
H -3.721573 3.933119 -0.791362  0.264
H 2.770887 0.124779 4.957286  0.305
H -3.388067 3.625372 2.834991  0.352
H 4.020973 3.074461 1.425003  0.223
H -5.740425 6.447984 -2.344963  0.359
H -0.712143 -5.465680 3.738067  0.326
H 4.088912 2.482767 -3.875132  0.289
H -5.075646 -4.801614 -2.150083  0.358
H 2.343592 -1.259432 -4.836308  0.211
H 3.314726 2.828019 3.033783  0.300
H 1.569499 -3.088146 -2.680064  0.264
H -5.517785 -4.546608 -0.450402  0.304
H 2.625493 4.401297 -4.578451  0.354
H -2.628099 -5.857200 2.162818  0.277
H 0.700427 -1.442567 -4.246028  0.251
H -2.242059 -4.907264 4.446026  0.294
H 5.881248 0.346777 0.364988  0.323
H -2.834472 1.230432 3.348875  0.237
H 7.191793 -1.069818 1.639068  0.264
H 5.015008 3.310754 2.903660  0.434
H -5.883125 5.921572 -0.655863  0.263
H -2.354028 2.940282 1.567456  0.240
H 3.873759 4.935368 -3.433431  0.248
H -2.899111 -3.045290 2.268226  0.247
H -3.565007 6.733143 -1.122549  0.259
H 1.517749 1.737638 2.008107  0.272
H -4.735543 -6.256842 1.098053  0.292
H 2.423172 2.232713 -3.324541  0.223
H -3.402105 5.537286 -2.418234  0.283
H -3.846495 -4.355810 -0.949092  0.218
H -4.076823 3.122043 1.281583  0.148
H -1.487515 -4.695419 1.478105  0.235
H 7.127931 -0.014435 3.075641  0.360
H -5.732435 4.722758 -1.931862  0.327
H 2.223440 4.700482 -2.875859  0.325
H 8.315893 0.288662 1.736200  0.341
H -2.651296 0.558653 1.153984  0.263

Atomic forces in eV per Å
-0.70 0.16 -0.03
-0.33 0.03 0.21
1.26 0.24 0.43
2.29 -0.14 0.32
-0.18 -0.70 -0.27
0.72 -1.14 -0.73
0.09 -0.40 -0.32
0.13 -0.25 -0.28
-0.76 -0.18 -1.46
0.45 0.29 -0.62
-0.20 -0.31 -0.05
0.04 0.43 0.02
-0.31 -0.02 0.02
-0.22 0.23 0.26
0.00 0.05 -0.09
-0.17 0.21 0.34
-0.01 0.06 0.06
0.26 0.02 0.85
0.19 0.41 0.26
-2.37 2.05 0.57
0.36 0.03 -0.16
-0.06 -0.23 -0.39
-0.05 0.05 0.02
-0.80 -0.06 -0.75
-0.10 -0.38 -0.04
0.04 0.04 -0.07
-0.01 -0.09 0.03
-0.20 0.13 0.39
0.02 0.05 -0.09
0.00 0.00 -0.18
-0.01 -0.12 -0.06
0.04 -0.06 0.09
0.04 -0.06 0.11
-0.23 -0.15 -0.26
0.02 -0.01 -0.16
-0.09 -0.23 0.22
0.12 -0.04 -0.04
-0.02 0.01 0.02
0.04 -0.17 0.00
0.21 -0.20 0.72
0.03 0.03 -0.04
0.12 0.03 0.19
-0.02 -0.04 0.00
0.02 0.04 0.00
0.03 -0.05 0.08
-0.02 0.00 0.02
0.01 -0.04 -0.01
0.15 -0.07 -0.01
0.08 0.14 0.20
-0.03 -0.02 -0.04
-0.02 0.03 0.03
-0.06 0.04 -0.09
-0.03 -0.03 -0.03
-0.02 -0.09 -0.05
0.06 0.36 -0.02
-0.06 0.07 0.08
0.14 0.04 0.34
-0.05 -0.16 -0.12
0.04 0.05 -0.01
0.04 0.02 0.10
0.02 -0.04 -0.04
0.03 0.12 -0.01
0.08 -0.07 0.07
-0.37 -0.04 0.53
-0.01 0.19 0.10
0.01 -0.01 -0.16
-0.03 0.16 -0.06
0.01 -0.03 0.00
-0.09 0.02 0.10
0.06 -0.13 0.03
0.40 -0.08 -0.06
0.02 0.03 -0.08
-0.06 -0.05 -0.05
-0.12 0.06 0.12
0.15 -0.07 0.02

Summary:
- frontier orbital gap (eV) = 6.6
- multiplicity = 1
- total energy (Eh) = -3021.10706
- HOMO energy (eV) = -4.25
- net charge = -1
- F_max (eV/Å) = 3.19

---

[3]
Formula: C4H12BeCl2CsFLiO11PSV
Source: the OMol25 dataset
Level of theory: ωB97M-V/def2-TZVPD

Each line ends with the Mulliken charge.
Element x y z (Å)
Cs -4.380191 -5.666705 2.084781  0.956
V -4.929390 -3.323144 -0.440162  1.724
Cl -2.745489 -0.823182 0.907359  -0.464
Cl -0.316666 -3.557985 -1.325355  -0.767
S 1.799806 2.001473 -3.456071  1.076
P -0.289881 0.366583 -0.185545  0.969
F -0.007605 -1.398930 2.098983  -0.318
O -2.625405 1.158708 4.119404  -0.603
O 2.873990 1.293677 -2.428443  -0.444
O -1.055971 -0.642141 -1.147750  -0.346
O -4.795897 0.342370 2.680624  -0.624
O -5.518295 -2.513884 -1.680731  -0.667
O -4.280215 -4.225312 0.942859  -1.068
O 4.953051 1.809625 1.046187  -0.630
O 0.435033 1.821602 -2.526291  -0.288
O 1.640854 1.278791 -4.687999  -0.534
O 2.220059 3.360590 -3.624915  -0.536
O -1.273543 1.470446 0.770868  -0.505
C 2.573453 -0.230580 0.665890  -0.987
C 2.574986 -0.572502 -0.674548  -0.254
C 0.898525 1.261691 -1.256201  -0.148
C 2.016827 0.346566 -1.706568  0.634
Be -0.902825 -0.146561 2.163831  0.502
Li 1.927052 -2.181185 -2.432095  0.812
H -4.051592 0.452980 2.072025  0.346
H -3.551492 0.944591 3.841533  0.409
H 5.289874 1.693455 0.150887  0.307
H -0.709112 2.039418 1.327319  0.342
H 3.052096 -1.518539 -0.975078  0.068
H 5.383104 2.613603 1.356402  0.310
H 1.228518 2.187845 -0.761757  0.207
H 1.977724 -0.770804 1.443707  0.363
H 1.556242 -0.234757 -2.566605  0.081
H -2.596872 0.958027 5.060776  0.318
H -1.226617 -0.275375 -2.039308  0.335
H 3.145294 0.654732 0.981320  0.424

Atomic forces in eV per Å
-0.36 -10.00 8.15
-0.07 3.21 -2.24
-0.37 -0.56 1.45
0.95 0.50 -0.56
1.06 1.93 -2.17
0.93 -1.12 2.17
-1.26 2.58 1.43
0.29 -0.29 -0.34
-1.42 0.04 -0.74
0.07 1.90 -1.26
0.13 -0.39 0.18
0.13 -0.92 0.71
0.84 8.36 -6.32
-0.01 0.05 -0.17
1.34 -0.39 -0.69
-0.28 -0.59 1.69
-0.72 -0.96 1.18
0.38 0.16 -0.20
-0.30 -0.36 -0.29
0.72 0.26 0.62
-1.17 1.59 -0.61
1.13 -0.07 -0.57
-0.58 -3.21 -2.11
-1.16 -0.97 0.53
-0.13 0.28 -0.49
0.23 -0.13 -0.14
0.05 -0.01 0.02
0.04 0.45 -0.65
-1.27 -0.37 0.27
-0.03 -0.02 0.09
0.46 -0.73 0.75
1.83 -0.81 -0.44
0.17 0.05 0.90
0.11 0.03 -0.02
-0.20 -0.35 0.09
-1.56 0.85 -0.20

Summary:
- frontier orbital gap (eV) = 2.9
- multiplicity = 1
- total energy (Eh) = -3732.74969
- relative energy (zero: lowest compared OMol25 entry of this formula, charge and spin) (kJ/mol) = 0.0
- HOMO energy (eV) = -10.76
- net charge = +1
- F_max (eV/Å) = 12.91

---

[4]
Formula: C5H14N2O2
Source: the OMol25 dataset
Level of theory: ωB97M-V/def2-TZVPD

Each line ends with the Mulliken charge.
Element x y z (Å)
O -0.668066 1.621341 -2.370178  -0.545
O 0.126504 -2.833071 -1.932736  -0.601
N 0.218106 0.013417 -0.949693  0.039
N 1.622179 1.666295 -1.888011  -0.487
C 0.446011 0.794372 1.446721  -0.680
C 0.228263 1.213867 -1.717721  0.325
C 0.853488 -0.207772 0.398219  -0.464
C -1.948064 -0.080080 1.501590  -1.325
C -0.810230 0.250303 2.316861  -0.278
H -0.478177 -0.611659 -1.227764  0.173
H 0.154054 1.681025 0.917389  0.337
H -1.169158 1.014688 3.110174  0.253
H -0.488334 -0.640766 2.838149  0.280
H 1.224029 1.099082 2.165044  0.321
H 2.284994 0.953078 -2.053707  0.214
H -2.176885 0.765211 0.933938  0.371
H 2.023814 0.009258 0.127671  0.291
H 1.093746 -1.341613 0.835256  0.223
H -3.019710 -0.448288 1.945553  0.251
H -0.386568 -3.164186 -2.611695  0.289
H -2.063860 -0.787564 0.812235  0.450
H 1.075999 -3.353513 -2.003519  0.312
H 1.857865 2.386575 -2.593774  0.250

Atomic forces in eV per Å
-1.62 0.80 -0.32
5.37 -0.88 2.14
0.65 0.96 1.36
-1.39 1.41 -0.04
-1.95 -0.85 1.84
4.52 -2.18 -0.05
5.22 -0.83 -1.32
-5.17 0.88 1.65
2.00 1.17 1.55
-1.35 -0.81 -0.21
-0.26 0.64 -0.15
0.96 -1.07 -1.23
0.46 -0.13 0.49
0.00 -0.46 -0.46
0.34 -1.25 0.42
-0.86 1.73 -0.90
-2.47 -0.18 0.90
-1.79 2.64 -1.63
2.40 1.52 0.39
-1.58 -1.24 -2.33
1.62 -3.52 -3.08
-3.87 2.04 0.17
-1.24 -0.38 0.79

Summary:
- frontier orbital gap (eV) = 9.5
- multiplicity = 1
- total energy (Eh) = -458.81385
- relative energy (zero: lowest compared OMol25 entry of this formula, charge and spin) (kJ/mol) = 324.9
- HOMO energy (eV) = -9.03
- SMILES string = CCCCNC(N)=O.O
- F_max (eV/Å) = 5.85